A structure of composition C32H50IrN11O2S3 in a non-equilibrium geometry. Source: the OMol25 dataset; level of theory: ωB97M-V/def2-TZVPD.

Each line ends with the Mulliken charge.
CARTESIAN COORDINATES (ANGSTROEM)
Ir: -1.271 -0.239 -0.279  2.7612
N: -2.337 1.514 1.187  0.0871
C: -2.808 2.608 0.348  0.5720
C: -3.034 3.953 1.079  -1.3980
C: -1.822 4.595 1.782  0.4251
C: -1.137 5.740 1.013  -1.1975
N: -0.413 5.249 -0.142  -0.1939
C: 0.823 4.791 -0.178  0.7184
N: 1.158 3.922 -1.137  -0.1886
N: 1.764 5.213 0.684  -0.2812
C: -1.843 2.774 -0.849  -0.2512
O: -1.981 3.756 -1.587  -0.7965
O: -0.907 1.942 -0.977  -0.6144
H: -3.076 1.176 1.797  0.3235
H: -1.534 1.790 1.762  -0.1341
H: -3.772 2.311 -0.085  0.4742
H: -3.808 3.772 1.827  0.4875
H: -3.445 4.649 0.348  0.5104
H: -1.073 3.842 2.031  -0.4470
H: -2.170 5.029 2.721  0.4873
H: -0.467 6.276 1.691  0.3614
H: -1.889 6.442 0.645  0.4122
H: -1.052 4.861 -0.867  0.3720
H: 0.429 3.342 -1.553  0.1016
H: 2.101 3.577 -1.193  0.2371
H: 1.582 6.018 1.259  0.1770
H: 2.725 4.948 0.553  0.2438
S: -5.673 -0.507 1.000  -0.3629
C: -4.304 -0.693 0.221  0.4205
N: -3.284 -0.846 -0.358  -0.6381
C: -1.228 -3.606 0.418  -2.1398
C: -0.505 -2.945 1.600  3.3856
C: -1.310 -3.230 2.875  -1.7711
C: -0.320 -1.448 1.400  0.5627
C: 0.942 -3.409 1.723  -0.4445
C: 1.699 -3.051 2.840  0.1457
C: 3.040 -3.369 2.923  -0.8737
C: 3.663 -4.041 1.885  -0.5288
C: 2.923 -4.406 0.775  -0.9746
C: 1.582 -4.086 0.689  -0.0908
H: -2.273 -3.307 0.430  0.4146
H: -1.183 -4.690 0.498  0.4613
H: -0.807 -3.297 -0.536  0.3359
H: -2.329 -2.867 2.757  0.4729
H: -0.884 -2.739 3.747  0.2974
H: -1.347 -4.299 3.072  0.4330
H: -0.414 -0.919 2.345  -0.0046
H: 1.244 -2.498 3.648  0.2957
H: 3.610 -3.073 3.791  0.4183
H: 4.715 -4.274 1.941  0.4237
H: 3.398 -4.931 -0.040  0.4234
H: 1.037 -4.372 -0.193  0.4519
S: 2.729 1.109 2.507  -0.1988
C: 1.310 1.832 1.827  -0.2148
N: 0.241 1.791 2.534  0.0046
C: 0.451 1.134 3.717  -1.1835
C: -0.502 0.884 4.703  -0.3296
C: -0.120 0.186 5.829  -0.8407
C: 1.193 -0.254 5.994  -0.4603
C: 2.154 -0.011 5.033  -0.5637
C: 1.775 0.677 3.893  1.2145
H: 1.330 2.274 0.852  0.2292
H: -1.515 1.232 4.569  0.5191
H: -0.846 -0.024 6.599  0.4381
H: 1.463 -0.789 6.888  0.4327
H: 3.169 -0.351 5.153  0.4748
C: -0.549 -2.120 -5.203  -1.5414
C: -0.941 -3.039 -4.035  1.2628
C: -0.015 -4.253 -3.981  -1.7439
C: -2.393 -3.499 -4.162  -1.8878
N: -0.768 -2.334 -2.758  0.2667
N: -1.535 -1.192 -2.525  -0.5488
H: -0.628 -2.651 -6.147  0.5048
H: 0.478 -1.776 -5.086  0.3004
H: -1.201 -1.248 -5.251  0.3170
H: -0.089 -4.820 -4.904  0.4728
H: -0.290 -4.902 -3.154  0.3683
H: 1.020 -3.947 -3.849  0.4155
H: -2.478 -4.215 -4.973  0.4776
H: -3.061 -2.670 -4.383  0.3964
H: -2.715 -3.983 -3.243  0.3610
H: 0.211 -2.122 -2.585  0.1270
H: -2.515 -1.405 -2.702  0.3463
H: -1.227 -0.363 -3.046  0.1493
C: 2.759 2.835 -4.208  -1.1645
C: 2.162 1.437 -4.388  -0.5842
C: 1.959 0.759 -3.083  0.1096
N: 0.829 0.405 -2.589  -0.7419
N: 0.866 -0.182 -1.400  0.4088
C: 2.095 -0.358 -0.900  -0.5591
N: 2.368 -0.914 0.203  -0.2598
S: 3.325 0.363 -2.054  -0.2495
H: 2.950 3.279 -5.179  0.4083
H: 3.704 2.786 -3.669  0.3458
H: 2.065 3.474 -3.667  0.2153
H: 2.849 0.833 -4.987  0.3543
H: 1.203 1.499 -4.905  0.2728
H: 0.662 -1.242 0.939  -1.7315
H: 3.332 -1.079 0.444  0.2465

Total charge: +1
Multiplicity: 2
Gap between HOMO and LUMO (spin up / spin down): 5.36 / 5.45 eV
⟨S²⟩: 0.784
HOMO (spin up / spin down): -9.91 / -9.92 eV
Strongest force on any atom: 2.919 eV/A
Energy relative to the best compared isomer or geometry (same formula, charge and spin): 5.2046 eV

A structure of composition C32H50N3OP2SW in a non-equilibrium geometry. Source: the OMol25 dataset; level of theory: ωB97M-V/def2-TZVPD.

Each line ends with the Mulliken charge.
CARTESIAN COORDINATES (ANGSTROEM)
W: -0.467 -1.183 -0.502  1.4494
C: -5.603 -0.836 -1.365  -1.7337
C: -4.310 -1.520 -0.916  1.0312
C: -4.645 -2.533 0.204  -1.9862
P: -2.889 -0.370 -0.449  -0.0398
C: -3.144 1.288 -1.231  1.7557
C: -4.418 2.069 -0.917  -1.3679
C: -2.868 1.161 -2.733  -1.4365
C: -2.964 -0.183 1.361  0.2760
C: -4.162 0.019 2.039  -0.1156
C: -4.220 -0.043 3.423  -1.0458
C: -3.086 -0.417 4.133  -0.9409
C: -1.884 -0.611 3.479  -0.5996
C: -1.775 -0.417 2.095  -0.1474
N: -0.540 -0.477 1.410  -0.1713
C: 0.650 -0.035 2.024  -0.2720
C: 0.627 0.802 3.152  -0.5787
C: 1.784 1.205 3.790  -1.0957
C: 3.020 0.816 3.300  -1.1098
C: 3.076 0.076 2.129  -0.5663
C: 1.929 -0.374 1.483  1.1974
P: 2.034 -1.020 -0.219  1.6454
C: 3.773 -1.349 -0.889  0.8981
C: 4.814 -1.781 0.151  -1.9721
C: 4.309 -0.230 -1.768  -1.7028
C: 1.417 -2.801 -0.291  -0.0611
C: 1.066 -3.046 -1.777  -1.2716
C: 2.292 -3.909 0.287  -1.8576
H: -6.312 -1.621 -1.634  0.4988
H: -5.469 -0.217 -2.248  0.3953
H: -6.056 -0.247 -0.569  0.3597
H: -3.922 -2.043 -1.797  0.5239
H: -3.914 -2.566 1.013  0.6620
H: -4.782 -3.534 -0.204  0.3445
H: -5.586 -2.254 0.675  0.4225
H: -2.331 1.837 -0.765  -1.0001
H: -5.290 1.690 -1.440  0.3332
H: -4.274 3.097 -1.254  0.4981
H: -4.623 2.099 0.153  0.3682
H: -3.654 0.594 -3.234  0.3246
H: -1.912 0.670 -2.921  0.2568
H: -2.842 2.148 -3.196  0.4672
H: -5.065 0.223 1.478  0.4167
H: -5.147 0.161 3.940  0.5081
H: -3.138 -0.563 5.204  0.4630
H: -1.018 -0.931 4.042  0.7702
H: -0.320 1.158 3.526  0.6392
H: 1.719 1.838 4.665  0.4481
H: 3.930 1.116 3.801  0.4891
H: 4.041 -0.151 1.708  0.2933
H: 3.573 -2.202 -1.540  0.4737
H: 5.389 -0.926 0.501  0.6401
H: 5.518 -2.452 -0.343  0.3647
H: 4.397 -2.312 1.004  0.5053
H: 4.550 0.652 -1.181  0.3641
H: 3.603 0.047 -2.550  0.3732
H: 5.227 -0.575 -2.247  0.4927
H: 0.485 -2.809 0.345  0.2832
H: 1.944 -2.928 -2.411  0.4263
H: 0.295 -2.325 -2.185  0.5329
H: 0.689 -4.052 -1.923  0.4974
H: 3.235 -3.980 -0.251  0.3743
H: 1.782 -4.867 0.185  0.5002
H: 2.506 -3.741 1.341  0.3891
C: 5.505 4.593 -1.125  -1.5892
C: 4.174 3.940 -0.921  0.9004
C: 3.582 3.909 0.344  -0.8541
C: 2.346 3.318 0.540  -0.3151
C: 1.696 2.736 -0.543  0.6552
C: 2.256 2.759 -1.814  -0.5504
C: 3.489 3.358 -1.992  -1.1539
S: 0.023 2.194 -0.294  0.7061
C: -0.710 3.450 -1.374  -1.1010
O: -0.166 0.881 -1.131  -0.9261
H: 6.184 4.366 -0.304  0.4110
H: 5.386 5.679 -1.151  0.3564
H: 5.965 4.286 -2.062  0.3962
H: 4.087 4.374 1.181  0.4881
H: 1.875 3.335 1.514  0.5292
H: 1.729 2.322 -2.654  0.5122
H: 3.931 3.383 -2.980  0.4308
H: -0.534 3.161 -2.409  0.3731
H: -0.215 4.394 -1.156  0.5847
H: -1.774 3.550 -1.175  0.3144
N: -1.023 -4.522 -0.359  -0.7266
N: -1.719 -3.258 -0.328  -0.2972
H: -1.593 -5.226 -0.818  0.2748
H: -0.866 -4.840 0.591  0.2608
H: -2.346 -3.227 0.471  0.1473
H: -2.330 -3.251 -1.140  0.2926

Total charge: +3
Multiplicity: 1
Gap between HOMO and LUMO (spin up / spin down): 6.00 / 6.70 eV
HOMO (spin up / spin down): -16.28 / -16.11 eV
Strongest force on any atom: 2.528 eV/A

A structure of composition C32H50N7OP2Sn in a non-equilibrium geometry. Source: the OMol25 dataset; level of theory: ωB97M-V/def2-TZVPD.

Each line ends with the Mulliken charge.
CARTESIAN COORDINATES (ANGSTROEM)
C: 2.062 -1.878 -0.955  -0.0093
C: 2.120 0.279 -1.797  -0.5569
C: 2.968 -2.269 -1.922  -0.6740
C: 2.731 -0.131 -2.993  -1.0735
C: 3.292 -1.402 -2.962  -0.9969
H: 3.362 -3.293 -1.909  0.4889
H: 2.935 0.642 -3.743  0.5190
H: 3.954 -1.686 -3.753  0.4577
N: 1.629 -0.618 -0.887  0.4555
P: -0.066 -2.623 0.783  0.6062
P: 1.142 2.260 -0.094  0.9041
C: 1.589 -2.950 0.036  -1.4999
H: 1.536 -3.948 -0.451  0.5448
H: 2.327 -3.112 0.845  0.7215
C: 2.064 1.726 -1.571  -0.8555
H: 1.575 2.265 -2.386  0.5498
C: -0.335 3.696 -0.169  2.3094
C: 2.875 3.043 0.299  1.4205
C: -1.270 -3.448 -0.439  1.9144
C: -0.054 -3.473 2.478  2.0381
C: -1.669 3.250 0.441  -1.4214
H: -1.588 2.975 1.506  0.1702
H: -2.383 4.097 0.397  0.5473
H: -2.112 2.404 -0.089  0.1449
C: 0.103 4.945 0.595  -1.8882
H: 0.223 4.746 1.668  0.2728
H: 1.025 5.388 0.197  0.2650
H: -0.683 5.715 0.506  0.5539
C: -0.553 3.985 -1.647  -1.9293
H: -1.325 4.759 -1.739  0.5324
H: 0.352 4.347 -2.152  0.2950
H: -0.931 3.111 -2.177  0.2537
C: 2.917 3.687 1.668  -1.4071
H: 2.620 2.961 2.440  -0.0360
H: 3.965 3.979 1.846  0.5304
H: 2.297 4.580 1.740  0.3459
C: 3.853 1.844 0.286  -1.3759
H: 3.471 1.041 0.942  -0.0081
H: 4.006 1.429 -0.719  0.2912
H: 4.859 2.156 0.607  0.6186
C: 3.084 4.030 -0.873  -1.4092
H: 2.397 3.892 -1.722  0.1738
H: 2.983 5.085 -0.588  0.3558
H: 4.073 3.844 -1.308  0.3899
C: -1.471 -3.363 3.072  -1.8973
H: -1.438 -3.609 4.148  0.5666
H: -1.850 -2.332 2.987  0.3448
H: -2.181 -4.055 2.604  0.2546
C: 0.914 -2.681 3.372  -1.3800
H: 1.950 -2.718 3.003  0.2284
H: 0.603 -1.631 3.464  0.0638
H: 0.905 -3.116 4.385  0.6216
C: 0.398 -4.942 2.399  -1.6524
H: 0.584 -5.304 3.423  0.5066
H: -0.362 -5.597 1.965  0.3338
H: 1.334 -5.058 1.833  0.2684
C: -0.970 -2.941 -1.872  -1.8386
H: -1.710 -3.404 -2.552  0.6990
H: -1.048 -1.870 -1.952  -0.1051
H: 0.027 -3.266 -2.220  0.2355
C: -2.700 -3.040 -0.050  -1.6623
H: -2.810 -1.955 0.011  0.1657
H: -3.391 -3.425 -0.818  0.5164
H: -3.002 -3.494 0.905  0.2877
C: -1.132 -4.977 -0.468  -1.6581
H: -0.101 -5.305 -0.647  0.2767
H: -1.515 -5.451 0.437  0.3187
H: -1.737 -5.352 -1.308  0.5207
Sn: 0.247 -0.050 0.944  1.8268
C: 1.946 0.767 2.786  -0.1496
O: 2.267 0.407 3.832  -0.2816
N: -1.508 0.110 -0.476  -0.4094
C: -1.896 0.100 -1.647  0.4842
C: -2.100 0.671 -2.967  0.3342
C: -3.446 0.694 -3.348  -0.6272
C: -1.130 1.017 -4.003  0.3575
C: -3.854 0.859 -4.709  -0.7608
H: -4.293 0.475 -2.673  0.4128
C: -1.564 1.222 -5.349  -0.9292
H: -0.054 1.145 -3.840  0.3707
C: -2.898 1.125 -5.699  -0.3013
H: -4.898 0.753 -4.908  0.4358
H: -0.834 1.445 -6.134  0.4180
H: -3.221 1.258 -6.747  0.3830
N: -3.722 0.080 4.811  -0.6937
N: -2.397 0.262 4.410  0.8359
N: -1.797 1.402 4.832  -0.8200
C: -0.828 1.533 3.938  -0.4857
N: -0.849 0.585 2.981  0.2861
N: -1.937 -0.186 3.220  -0.2416
H: -4.024 -0.877 4.662  0.2571
H: -3.828 0.408 5.753  0.2973
H: -0.101 2.349 3.973  0.4566

Total charge: +1
Multiplicity: 1
Gap between HOMO and LUMO: 4.92 eV
HOMO: -8.26 eV
Strongest force on any atom: 8.114 eV/A